Entry 1:
Computed, not measured: a single C2H5NP2 molecule at a distorted geometry, with the ωB97M-V functional and the def2-TZVPD basis.

Last column: natural (NBO) charge in e.
Geometry (Å):
P -1.10369 0.03267 -0.30061  0.6796
P 1.94958 0.33707 -0.47728  0.9535
N 1.73242 -0.80377 0.48288  -0.9535
C 0.19597 1.21172 -0.75926  -1.0503
C -0.54099 -0.78955 1.09155  -0.5511
H 0.02179 1.18557 -1.78333  0.2429
H -0.59840 -0.45151 2.05110  0.2043
H 0.21508 2.16926 -0.14997  0.2734
H -0.89285 -1.80127 0.98977  0.2176
H -0.97890 -1.09019 -1.14484  -0.0165

- Net charge: 0
- Kohn-Sham gap (spin up / spin down): 8.09 / 8.09 eV
- E_HOMO (spin up / spin down): -8.5 / -8.5 eV
- ΔE to the lowest compared entry with this formula, charge and spin: 3.063 eV
- E: -816.51568 Ha

Entry 2:
Computed, not measured: a single C2H5NP2 molecule at a distorted geometry, with the ωB97M-V functional and the def2-TZVPD basis.

Last column: natural (NBO) charge in e.
Geometry (Å):
P -2.41487 -0.19866 -0.06843  0.9432
P 0.76995 -0.29245 -0.31966  0.7137
N -2.01646 1.25195 -0.16991  -0.9669
C -0.57488 -1.27452 0.23499  -1.0752
C 0.37267 1.31980 0.15936  -0.5742
H 0.72436 1.96710 -0.60511  0.2223
H -0.46279 -1.49282 1.28823  0.2413
H 0.28582 1.61672 1.24325  0.2430
H -0.57774 -2.37694 -0.11303  0.2603
H 0.30001 -0.13316 -1.71939  -0.0075

- Net charge: 0
- Kohn-Sham gap (spin up / spin down): 7.93 / 7.92 eV
- E_HOMO (spin up / spin down): -8.6 / -8.6 eV
- ΔE to the lowest compared entry with this formula, charge and spin: 3.078 eV
- E: -816.51513 Ha

Entry 3:
Computed, not measured: 2 unconnected molecules or ions with the total composition C2H5NP2 at a distorted geometry, with the ωB97M-V functional and the def2-TZVPD basis.

Last column: natural (NBO) charge in e.
Geometry (Å):
P -0.43423 -0.50169 -0.60193  0.5834
P -3.56094 0.92497 -0.86821  0.7133
N -2.89127 0.42390 0.42496  -0.8174
C 2.28899 -0.50785 -0.05143  -0.6517
C 0.82890 -0.11109 0.38917  -0.6739
H 0.66902 0.25651 1.39726  0.2341
H 2.32417 -0.81470 -1.10501  0.2194
H 2.72110 -1.47670 0.37424  0.2306
H -4.78954 1.42388 -0.12785  -0.0618
H 2.84381 0.38276 0.16881  0.2241

- Net charge: 0
- Kohn-Sham gap (spin up / spin down): 7.05 / 8.56 eV
- E_HOMO (spin up / spin down): -7.8 / -9.1 eV
- ΔE to the lowest compared entry with this formula, charge and spin: 3.979 eV
- E: -816.48202 Ha

Entry 4:
Computed, not measured: a single C2H5NS2 molecule at a distorted geometry, with the ωB97M-V functional and the def2-TZVPD basis.

Last column: natural (NBO) charge in e.
Geometry (Å):
S 0.89811 1.65587 0.52234  -0.1471
S -0.68451 -0.69585 -0.46318  0.2362
N 1.47287 0.20055 -1.56950  -0.7726
C 0.67907 0.44260 -0.54373  -0.0862
C -1.37908 -0.42166 1.23408  -0.7326
H -0.85950 -0.76323 2.13391  0.2346
H 1.58419 -0.73028 -2.03312  0.3985
H 2.28839 0.69574 -1.63846  0.3955
H -1.70782 0.68431 1.33454  0.2512
H -2.29172 -1.06805 1.02312  0.2225

- Net charge: 0
- Kohn-Sham gap: 9.09 eV
- E_HOMO: -8.5 eV
- Structure (SMILES): CSC(N)=S
- ΔE to the lowest compared entry with this formula, charge and spin: 0.458 eV
- E: -930.32261 Ha

Entry 5:
Computed, not measured: a single C2H5NS2 molecule at a distorted geometry, with the ωB97M-V functional and the def2-TZVPD basis.

Last column: natural (NBO) charge in e.
Geometry (Å):
S -0.06647 1.28905 -0.18098  0.3243
S -1.70300 -1.95691 1.82978  -0.2780
N -1.13665 0.10133 0.48605  -0.6729
C 1.12009 0.36337 -1.43817  -0.7863
C -0.88663 -0.36066 1.70061  0.0316
H -1.80159 -0.29740 -0.00851  0.4059
H 0.67325 0.17139 -2.45470  0.2513
H 2.10409 1.04537 -1.53996  0.2472
H 1.80031 -0.32468 -0.71728  0.2594
H -0.10340 -0.03086 2.32318  0.2175

- Net charge: 0
- Kohn-Sham gap: 8.25 eV
- E_HOMO: -8.3 eV
- Structure (SMILES): CSNC=S
- ΔE to the lowest compared entry with this formula, charge and spin: 3.035 eV
- E: -930.22793 Ha

Entry 6:
Computed, not measured: a single C2H5NS2 molecule at a distorted geometry, with the ωB97M-V functional and the def2-TZVPD basis.

Last column: natural (NBO) charge in e.
Geometry (Å):
S -0.48828 1.15238 1.82623  -0.1837
S 0.97758 -0.59021 -1.86101  0.1872
N 0.69841 0.17773 -0.33316  -0.7506
C -0.40171 0.09654 0.48061  0.1814
C -1.33552 -1.00560 0.18480  -0.7105
H 1.43103 0.76743 0.08894  0.4305
H -1.79341 -0.78558 -0.74395  0.2437
H -0.73216 -1.93626 0.23457  0.2350
H 0.92205 -1.94798 -1.59013  0.1135
H -2.12190 -0.88200 0.90672  0.2535

- Net charge: 0
- Kohn-Sham gap: 8.96 eV
- E_HOMO: -8.5 eV
- Structure (SMILES): CC(=S)NS
- ΔE to the lowest compared entry with this formula, charge and spin: 1.059 eV
- E: -930.30054 Ha

Entry 7:
Computed, not measured: a molecular structure, C2H5NS2 at a distorted geometry, with the ωB97M-V functional and the def2-TZVPD basis.

Last column: natural (NBO) charge in e.
Geometry (Å):
S 2.50371 -0.58160 0.07768  0.1798
S -2.22627 -0.73453 -0.03080  -0.0372
N 1.13013 0.27829 -0.22789  -0.5620
C 0.17335 0.00835 0.50065  0.0624
C -1.09370 0.72195 0.07658  -0.5365
H 0.22933 -0.75356 1.29622  0.1820
H -1.59311 1.44012 0.69872  0.2353
H -1.00823 1.32448 -0.88677  0.2427
H -1.40233 -1.58462 -0.57447  0.1140
H 3.28713 -0.11888 -0.92992  0.1196

- Net charge: 0
- Kohn-Sham gap: 9.69 eV
- E_HOMO: -8.9 eV
- ΔE to the lowest compared entry with this formula, charge and spin: 1.752 eV
- E: -930.27506 Ha

Entry 8:
Computed, not measured: 2 unconnected molecules or ions with the total composition C2H5NS2 at a distorted geometry, with the ωB97M-V functional and the def2-TZVPD basis.

Last column: natural (NBO) charge in e.
Geometry (Å):
S -1.73211 -1.34220 0.37959  0.1073
S -1.35216 0.23008 -0.89465  0.1061
N -1.11635 2.46719 0.61478  -0.2838
C -0.19950 -0.34990 0.38478  -0.3881
C 1.04692 -0.88317 -0.19952  -0.6485
H 1.85306 -1.00485 0.44854  0.2173
H 1.44370 -0.36459 -1.06031  0.2226
H -0.84060 2.78899 -0.31923  0.2145
H 0.91221 -1.82751 -0.51141  0.2245
H -0.01517 0.28597 1.15744  0.2279

- Net charge: 0
- Kohn-Sham gap (spin up / spin down): 8.22 / 8.07 eV
- 2S+1: 3
- E_HOMO (spin up / spin down): -8.2 / -8.4 eV
- ΔE to the lowest compared entry with this formula, charge and spin: 1.473 eV
- E: -930.15723 Ha
- Expectation value of S²: 2.0093

Entry 9:
Computed, not measured: 2 unconnected molecules or ions with the total composition C2H5O at a distorted geometry, with the ωB97M-V functional and the def2-TZVPD basis.

Last column: natural (NBO) charge in e.
Geometry (Å):
O -2.02042 0.10777 -0.13772  -1.2968
C 1.52085 0.05228 0.64424  -0.4661
C 0.76522 -0.27604 -0.37914  -0.4021
H -2.00596 0.81008 -0.66631  0.3843
H 1.32552 0.76832 1.43955  0.1812
H 2.53565 -0.30825 0.61607  0.1440
H -0.38242 -0.07408 -0.63237  0.3031
H 0.97410 -0.71569 -1.24581  0.1523

- Net charge: -1
- Kohn-Sham gap: 6.79 eV
- E_HOMO: -2.2 eV
- ΔE to the lowest compared entry with this formula, charge and spin: 1.868 eV
- E: -154.34449 Ha

Entry 10:
Computed, not measured: a gas-phase ion, C2H5O (charge -1) at a distorted geometry, with the ωB97M-V functional and the def2-TZVPD basis.

Last column: natural (NBO) charge in e.
Geometry (Å):
O 1.18023 0.49128 -0.33953  -0.9439
C -1.15017 0.09380 0.46859  -0.6964
C 0.24473 -0.44086 -0.21854  0.0209
H -0.98310 0.09618 1.54889  0.1691
H -1.99181 -0.54655 0.19063  0.1588
H 0.56205 -1.27776 0.45282  0.0546
H -1.21367 1.14023 0.16462  0.1942
H -0.17912 -0.88069 -1.15804  0.0425

- Net charge: -1
- Kohn-Sham gap: 7.12 eV
- E_HOMO: -2.0 eV
- Structure (SMILES): CC[O-]
- ΔE to the lowest compared entry with this formula, charge and spin: 0.181 eV
- E: -154.40646 Ha